Entry 1:
Here is a 5-piece molecular cluster, C30H71N overall from the OMol25 dataset. Energies are from wB97M-V/def2-TZVPD.

Properties
Energy above the lowest of the compared OMol25 structures with the same formula, charge and spin: 184.3 kJ/mol
SMILES string: CCN(CC)CC.CCCCCC.CCCCCC.CCCCCC.CCCCCC
Highest occupied orbital energy: -8.29 eV

Structure (XYZ):
```
102
Properties=species:S:1:pos:R:3:forces:R:3
C 4.29477 2.76099 1.13306 4.9 -5.1 1.0
C 2.96777 3.20899 0.87006 -3.4 1.2 0.9
N 2.58177 4.51499 1.49406 -0.1 -0.7 -0.6
C 1.34677 5.09999 0.88606 0.5 1.2 -0.4
C 0.07077 4.17299 0.85506 2.6 0.1 3.5
C 2.65777 4.46599 2.91706 -1.2 1.5 2.0
C 2.38477 5.81199 3.68306 0.2 -0.4 1.3
H 4.75777 1.69599 0.73306 -1.9 2.7 0.0
H 5.11077 2.81499 1.91506 -2.6 -0.6 2.1
H 4.85977 3.52199 0.82706 2.5 3.1 -3.6
H 2.18477 2.47999 0.81406 -0.8 -1.3 2.1
H 2.82977 3.29599 -0.16394 0.9 1.3 -2.2
H 1.79577 5.14599 -0.21694 -1.7 0.9 1.9
H 1.09777 6.13999 1.48406 0.9 -2.5 -2.1
H -0.84923 4.49599 0.54806 -1.8 1.6 -1.9
H -0.28223 3.92599 1.91706 1.2 -0.3 -1.0
H 0.42577 3.34399 0.30706 -0.4 -1.4 -0.4
H 3.63677 4.33199 3.31606 1.1 -1.0 -0.5
H 2.01477 3.69099 3.35206 -0.1 -0.1 0.1
H 3.17577 6.56299 3.56306 -0.3 -0.1 -0.7
H 2.43277 5.65399 4.80006 0.1 -0.5 -1.0
H 1.40677 6.25399 3.59506 -0.4 0.3 -0.6
C -1.14923 -10.03801 -1.11994 -4.2 1.7 5.2
C -1.35023 -8.55801 -1.27094 1.0 2.7 -0.8
C -0.41923 -7.77501 -0.27594 -5.8 1.7 -0.1
C -0.42123 -6.27301 -0.57994 0.0 -0.5 -0.7
C 0.55277 -5.55801 0.35006 1.6 0.0 0.4
C 0.29577 -3.99701 0.42506 -1.8 -1.2 -0.1
H -1.51523 -10.41701 -1.94194 -2.7 -2.8 -4.0
H -1.59923 -10.55401 -0.15294 1.0 1.2 -2.0
H -0.19623 -10.23201 -1.23694 5.1 -0.9 0.2
H -2.36423 -8.04501 -1.36294 0.8 -1.3 0.9
H -0.99223 -8.27401 -2.32594 0.0 -0.5 1.2
H 0.48977 -8.14201 -0.27794 4.8 -1.9 -0.5
H -0.74223 -7.95101 0.78006 -0.2 0.3 -0.6
H -1.43223 -5.89701 -0.38494 0.0 0.1 -0.1
H -0.24423 -6.12201 -1.73294 0.0 0.0 2.2
H 1.60377 -5.78001 0.01506 -0.8 0.4 -0.1
H 0.62677 -6.07901 1.44006 -0.9 1.5 -2.3
H 0.02977 -3.39301 -0.57494 1.3 -1.5 2.2
H 0.99777 -3.62801 1.15306 0.8 1.0 -0.5
H -0.62223 -3.96801 1.04106 -0.1 0.3 -0.5
C -3.55423 -2.13001 0.25206 -1.1 -2.9 0.3
C -4.04823 -1.46601 1.49306 -1.2 5.3 -4.5
C -3.42623 -0.06101 1.69406 -2.0 -1.1 2.8
C -3.89823 0.94499 0.57506 -3.2 2.5 6.6
C -3.13123 2.27699 0.87106 -1.9 -0.7 2.3
C -3.39323 3.36699 -0.14694 1.9 -0.5 4.5
H -4.17223 -3.06701 0.14006 1.0 0.3 0.1
H -2.49723 -2.37001 0.22006 0.2 -0.2 0.5
H -3.72723 -1.71101 -0.69094 -0.5 1.6 -1.1
H -4.04923 -2.00501 2.29806 0.9 -3.5 4.6
H -5.12623 -1.18901 1.46406 0.2 -0.5 -0.7
H -2.35423 -0.18601 1.68206 0.5 0.4 -0.1
H -3.69423 0.07499 2.93506 0.6 0.8 -3.6
H -5.08723 0.97999 0.28606 2.6 0.2 1.6
H -3.57223 0.61099 -0.24994 2.9 -2.7 -6.3
H -2.09723 1.95199 0.84806 0.4 0.3 0.5
H -3.48023 2.59399 2.02306 1.2 -0.5 -3.0
H -2.84323 3.22899 -0.95894 1.0 -1.5 -4.6
H -2.82723 4.20199 0.15906 0.0 1.7 1.1
H -4.38523 3.49199 -0.04194 -3.4 1.1 -1.1
C -1.76123 0.30999 -6.05594 3.4 3.9 0.9
C -0.83923 0.10199 -4.81194 1.8 -0.2 -1.1
C 0.16977 1.30099 -4.55794 -2.7 2.2 -3.7
C -0.46223 2.62499 -3.96894 -3.1 1.2 0.2
C 0.49377 3.65699 -3.30794 -1.5 -2.4 2.2
C -0.08923 5.05099 -2.99294 3.8 -0.8 -3.4
H -1.10723 0.11199 -6.94494 -1.3 0.4 0.5
H -2.36823 1.29699 -6.02594 1.9 -0.7 -0.4
H -2.56623 -0.23501 -5.92594 -3.6 -4.0 -0.1
H -0.42523 -0.99401 -4.86694 0.1 2.2 -0.2
H -1.29523 0.05699 -3.88594 -2.0 -0.1 1.8
H 0.46877 1.70199 -5.57394 0.3 -0.8 0.8
H 1.02077 1.12899 -4.02394 2.3 -1.1 1.5
H -1.23323 2.37599 -3.17394 0.6 0.0 -0.8
H -1.09323 3.29299 -4.70894 1.1 -1.8 0.7
H 1.28277 3.67499 -3.98794 1.9 0.6 -0.7
H 0.76277 3.07399 -2.36394 0.4 1.1 -0.9
H -0.91723 5.05799 -2.42994 -3.3 -0.1 1.8
H -0.20723 5.48699 -3.99794 -0.6 0.3 0.5
H 0.65677 5.66299 -2.50994 0.3 0.1 0.3
C 3.46977 -0.44401 4.75606 -0.8 -2.0 -2.0
C 2.80777 -0.02401 3.39106 0.4 3.1 1.1
C 2.33277 -1.10001 2.51206 3.5 -1.9 -0.2
C 2.01877 -0.65401 1.13906 -5.0 -0.3 1.4
C 0.47777 -0.21001 1.00606 6.7 -0.4 -5.5
C 0.16277 0.02599 -0.45994 -1.3 4.5 1.6
H 3.11877 -1.38901 5.25806 -0.8 1.3 -0.2
H 3.56477 0.40899 5.38306 0.4 0.3 0.7
H 4.37877 -0.87601 4.37406 1.2 0.5 0.4
H 3.66377 0.50499 2.80006 -1.6 -0.5 1.1
H 1.99777 0.73899 3.55406 0.7 -0.4 0.0
H 1.57877 -1.71401 3.00706 0.2 -0.4 -0.3
H 3.38977 -1.57901 2.39106 -2.0 -0.8 0.3
H 2.28877 -1.22601 0.34006 0.3 -2.9 -1.8
H 2.57777 0.14099 0.88306 1.9 3.6 -0.3
H 0.48777 0.62899 1.51306 -0.6 4.5 2.4
H -0.18223 -0.80201 1.36106 -4.1 -4.6 2.8
H 0.81377 0.83199 -0.87394 -0.5 0.2 0.6
H -0.90723 0.41299 -0.50294 1.2 -0.6 -0.5
H 0.38277 -0.66401 -1.16394 0.1 -3.2 -1.7
```
Positions in Å, forces in eV/Å.

Atom charges from the Löwdin analysis, given in e for atoms 1 to 2: C -0.1352; C -0.2872

Entry 2:
Here is a 7-piece molecular cluster, C30H72Cl6N4 overall from the OMol25 dataset. Energies are from wB97M-V/def2-TZVPD.

Properties
Energy above the lowest of the compared OMol25 structures with the same formula, charge and spin: 526.3 kJ/mol
SMILES string: CCN(CC)CC.CCN(CC)CC.CCN(CC)CC.CCN(CC)CC.ClCCCl.ClCCCl.ClCCCl
Highest occupied orbital energy: -8.10 eV

Structure (XYZ):
```
112
Properties=species:S:1:pos:R:3:forces:R:3
Cl 6.18711 -0.04073 3.67435 1.3 -0.2 -0.3
C 4.68711 -0.40373 4.46035 4.8 -5.5 6.0
C 4.29711 -1.84973 4.41435 -0.6 -0.5 -4.9
Cl 2.65411 -2.07373 4.92335 -1.3 0.1 0.8
H 4.14311 0.29827 4.17435 -5.9 5.2 -3.0
H 4.72911 -0.29173 5.55835 0.8 0.9 -0.2
H 4.86811 -2.65673 4.92335 0.2 1.2 -0.6
H 4.19311 -1.94073 3.23835 0.7 -1.1 2.2
Cl 1.42911 -4.85573 -0.11765 0.0 -0.1 0.1
C 0.76311 -3.82873 -1.42165 2.4 -4.1 -2.6
C -0.60289 -4.30273 -1.84665 -0.1 3.2 -1.1
Cl -1.81489 -4.03973 -0.54865 0.3 -0.1 -0.2
H 1.65211 -3.64973 -2.16365 -2.1 -1.1 0.6
H 0.68311 -2.94673 -1.05065 -0.7 5.8 2.8
H -0.55689 -5.28873 -2.09865 -0.3 -2.8 -0.5
H -0.95689 -3.70273 -2.74665 0.5 -0.7 1.1
Cl 6.93411 4.81027 3.83635 0.0 0.1 -0.2
C 6.33411 4.69927 2.16035 2.2 -4.3 -0.7
C 5.22911 3.54927 2.05835 2.9 -0.4 -2.3
Cl 3.76311 3.81627 2.97235 0.2 -0.2 0.7
H 7.30411 4.48127 1.42735 -2.6 0.1 2.0
H 6.00511 5.60127 1.84035 -1.3 2.8 -0.6
H 5.81711 2.53827 2.10835 -1.6 1.6 0.9
H 4.85911 3.53427 1.01835 0.4 0.2 0.3
C -1.95689 4.61727 -0.47265 -2.3 -2.6 2.5
C -2.72789 5.45027 -1.40465 -1.6 -1.1 0.2
N -2.56589 5.19927 -2.79865 0.3 0.6 -4.0
C -2.67789 3.85627 -3.34265 2.2 1.2 4.0
C -3.86489 3.14227 -2.98265 0.3 -4.9 0.7
C -3.43989 5.99427 -3.67065 2.9 3.7 4.1
C -3.10589 7.50027 -3.51665 4.2 -3.6 2.1
H -0.98789 4.64227 -0.62665 5.2 1.0 -0.4
H -2.03489 3.49527 -0.40665 -1.1 0.7 -1.0
H -2.21489 4.83027 0.58535 0.4 0.6 -0.6
H -2.48389 6.49027 -1.22265 -0.3 0.1 0.1
H -3.72389 5.16827 -1.02665 -0.8 1.0 -0.5
H -1.95389 3.37127 -2.81365 2.5 -1.5 2.2
H -2.23089 3.55927 -4.24265 -0.2 1.0 -2.4
H -4.41789 3.33027 -2.06565 0.4 0.1 0.0
H -3.49289 1.98527 -3.06965 -1.4 2.4 0.7
H -4.43089 3.24327 -3.80165 -3.4 0.1 -2.6
H -4.39089 5.85627 -3.41865 -4.5 -0.5 1.7
H -3.48389 5.72827 -4.62565 1.1 -1.4 -4.2
H -3.27489 7.84127 -2.50565 0.2 -0.2 0.5
H -3.66689 8.12727 -4.02965 -2.3 2.7 -3.2
H -1.96689 7.52427 -3.72565 -1.9 0.6 0.2
C -2.82089 -1.19573 -3.07165 -1.8 -2.8 -0.8
C -2.09689 -0.23073 -3.91065 0.4 -0.1 -0.2
N -0.90089 -0.82673 -4.60665 2.6 8.0 4.7
C -1.00389 -1.65373 -5.62365 -1.4 -7.3 2.5
C -2.21689 -1.67773 -6.25465 -3.1 -2.9 -7.7
C -0.03189 0.28627 -4.99365 -3.8 3.5 5.1
C 0.80011 0.82727 -3.91465 -0.7 1.4 3.7
H -3.24689 -2.04473 -3.74365 0.6 1.1 1.5
H -3.63389 -0.78073 -2.48565 -0.6 0.5 -0.5
H -2.23589 -1.57973 -2.25665 0.9 -0.7 0.0
H -1.87389 0.53227 -3.13765 1.1 0.1 -1.1
H -2.77789 0.21527 -4.64365 0.1 0.2 0.0
H -1.21989 -2.58473 -5.07265 0.9 -1.1 0.6
H -0.28989 -2.11073 -6.24865 2.2 1.1 -0.5
H -3.13489 -1.35373 -5.96665 -2.2 1.2 1.6
H -2.41589 -2.70373 -6.72065 0.0 0.3 1.5
H -2.06089 -1.38373 -7.24765 -0.4 2.3 -1.9
H -0.34989 1.28027 -5.32265 -2.0 -0.3 -1.0
H 0.50511 0.00327 -5.70765 4.8 -2.7 -5.9
H 1.03011 0.03227 -3.23765 0.2 -0.4 1.0
H 0.38211 1.76327 -3.27565 0.5 -2.3 -1.5
H 1.72311 1.15427 -4.24865 1.9 0.9 -1.0
C 0.05011 -5.35173 7.42735 1.6 -1.6 -0.3
C -0.08589 -4.45973 6.26235 1.3 3.6 -0.9
N -0.58889 -5.00473 4.96035 4.5 -3.9 1.4
C -1.19589 -4.05973 4.16135 -8.5 -7.0 0.2
C -0.84789 -2.82573 3.89235 4.9 10.3 -2.9
C 0.48511 -5.71373 4.24735 1.8 2.9 -3.4
C 0.05411 -6.62673 3.13635 -3.6 -2.1 -0.4
H 0.59811 -6.26173 7.11035 -0.5 0.1 0.2
H -0.96889 -5.59073 7.61735 -0.6 -0.7 1.4
H 0.71911 -4.93373 8.24035 -1.4 -0.1 -0.7
H 0.94311 -4.06673 6.02235 -0.8 0.1 0.3
H -0.67589 -3.53373 6.70335 0.7 -1.6 -1.7
H -1.99589 -4.17773 4.84235 -2.7 2.0 0.5
H -1.86489 -4.45173 3.24435 2.1 -0.1 1.6
H -0.16589 -2.25473 4.55735 -0.1 -0.9 0.3
H -1.55989 -1.98273 3.72035 -0.5 -1.3 0.1
H -0.26889 -2.82073 2.95435 0.2 0.4 -0.1
H 1.04411 -6.46373 4.70835 1.4 0.1 2.4
H 1.23911 -4.90273 3.61435 -1.5 -1.7 2.2
H -0.90189 -6.20873 2.60835 1.6 -1.2 0.8
H -0.12689 -7.69973 3.64835 -0.4 2.2 -1.3
H 0.76111 -6.87673 2.35035 0.4 0.6 0.1
C 2.16411 -0.87273 1.41835 6.7 5.8 -8.1
C 0.89811 -0.37573 1.23435 -3.3 1.1 -3.0
N 0.76511 0.71727 0.17235 4.7 -0.7 5.4
C -0.44389 0.84127 -0.42665 2.3 -7.8 -2.7
C -1.60789 0.51227 0.24635 -7.9 -0.4 1.2
C 1.20911 2.01227 0.71835 2.6 0.2 0.1
C 1.99911 2.74427 -0.41465 2.2 0.6 8.9
H 2.51711 -1.52573 0.37835 -0.2 2.5 2.4
H 2.33911 -1.53673 2.02335 0.8 -7.0 7.1
H 2.85611 0.03527 1.78335 -0.5 -1.9 -1.3
H 0.60411 -0.12073 2.20035 -1.8 0.9 1.6
H 0.47111 -1.27973 0.86435 -2.1 -0.3 -0.3
H -0.35689 -0.03773 -1.24865 -0.4 1.3 1.0
H -0.28889 1.57827 -1.04665 -0.9 4.8 -3.1
H -1.89989 -0.20773 1.07035 1.9 -0.3 -1.2
H -2.37689 0.25327 -0.59465 0.9 0.5 1.6
H -2.06489 1.33627 0.75535 -0.4 1.3 0.2
H 2.00511 2.05027 1.53435 -1.0 -1.4 -0.7
H 0.41411 2.58227 1.23835 -0.1 0.2 -0.9
H 2.40511 3.69927 0.08735 0.3 -1.4 -0.5
H 1.42311 3.20127 -0.96265 -6.5 4.2 -6.4
H 2.68711 2.28427 -0.97965 2.6 -2.3 -1.3
```
Positions in Å, forces in eV/Å.

Atom charges from the Löwdin analysis, given in e for atoms 1 to 2: Cl 0.6236; C -0.7150